[1]
Formula: C35H88BF4N5O5
Source: OMol25
Level of theory: ωB97M-V/def2-TZVPD

XYZ file:
```
138
Properties=species:S:1:pos:R:3:lowdin_charge:R:1
C 4.903 -5.915 1.615 -0.042
C 4.120 -4.561 1.348 -0.102
N 4.615 -3.223 2.115 -0.227
C 4.615 -3.519 3.638 0.045
C 5.998 -2.796 1.483 -0.125
C 6.538 -1.557 2.193 -0.061
C 3.695 -2.037 1.755 -0.051
C 2.271 -2.029 2.467 -0.192
O 1.507 -3.175 2.297 -0.203
C 0.106 -2.928 2.367 -0.071
H 4.494 -6.774 1.082 0.092
H 5.040 -6.202 2.657 0.079
H 5.934 -5.807 1.280 0.071
H 3.122 -4.765 1.738 0.103
H 4.180 -4.328 0.285 0.113
H 4.683 -2.553 4.138 0.096
H 5.494 -4.148 3.779 0.111
H 3.675 -3.954 3.975 0.112
H 5.957 -2.832 0.394 0.139
H 6.567 -3.675 1.785 0.116
H 6.271 -0.634 1.680 0.075
H 7.611 -1.684 2.045 0.098
H 6.382 -1.414 3.262 0.090
H 3.716 -2.046 0.665 0.132
H 4.157 -1.100 2.065 0.114
H 1.688 -1.132 2.261 0.093
H 2.418 -1.967 3.546 0.122
H -0.216 -2.387 3.257 0.085
H -0.419 -3.861 2.161 0.101
H -0.133 -2.296 1.513 0.072
C -2.319 4.147 3.064 -0.050
C -2.706 2.686 2.940 -0.149
N -2.467 1.784 4.193 -0.193
C -2.820 0.341 3.803 0.035
C -0.942 1.698 4.627 -0.124
C 0.091 1.036 3.655 -0.048
C -3.116 2.422 5.413 -0.093
C -4.592 2.274 5.625 -0.186
O -5.165 2.838 4.476 -0.208
C -6.443 2.411 4.221 -0.105
H -1.306 4.245 3.455 0.079
H -3.018 4.858 3.503 0.096
H -2.315 4.529 2.043 0.087
H -2.215 2.205 2.094 0.114
H -3.755 2.559 2.674 0.121
H -3.886 0.397 3.581 0.102
H -2.646 -0.262 4.694 0.119
H -2.339 -0.080 2.920 0.097
H -0.902 1.140 5.562 0.123
H -0.576 2.670 4.958 0.122
H 0.064 1.323 2.604 0.059
H -0.034 -0.046 3.631 0.052
H 1.073 1.388 3.973 0.088
H -2.946 3.498 5.395 0.138
H -2.611 2.063 6.310 0.140
H -4.949 2.864 6.469 0.155
H -4.853 1.223 5.746 0.131
H -6.909 2.886 3.358 0.106
H -7.111 2.717 5.026 0.101
H -6.463 1.322 4.263 0.092
C -0.583 4.596 -5.678 -0.021
C -0.472 3.045 -5.340 -0.088
N -0.073 2.579 -3.837 -0.169
C 0.124 1.007 -3.957 0.034
C 1.244 3.320 -3.317 -0.115
C 2.463 3.074 -4.283 -0.042
C -1.167 2.689 -2.718 -0.065
C -2.550 2.306 -3.285 -0.175
O -3.114 3.551 -3.802 -0.219
C -4.469 3.437 -4.240 -0.075
H -1.503 5.081 -5.353 0.076
H -0.673 4.690 -6.760 0.093
H 0.365 5.068 -5.419 0.070
H 0.379 2.693 -5.922 0.100
H -1.329 2.440 -5.636 0.116
H 0.741 0.676 -3.123 0.094
H 0.734 0.872 -4.850 0.092
H -0.812 0.498 -4.186 0.090
H 1.423 2.992 -2.293 0.081
H 1.063 4.395 -3.315 0.115
H 2.657 2.005 -4.365 0.074
H 3.312 3.652 -3.917 0.087
H 2.293 3.298 -5.336 0.077
H -1.095 3.705 -2.328 0.138
H -1.003 2.017 -1.875 0.108
H -3.172 2.012 -2.440 0.127
H -2.544 1.582 -4.100 0.105
H -5.236 3.276 -3.483 0.091
H -4.518 2.631 -4.973 0.091
H -4.691 4.412 -4.673 0.102
C -2.525 -1.801 -1.200 -0.084
C -2.495 -3.275 -1.205 -0.112
N -2.657 -4.032 -2.632 -0.223
C -2.804 -5.528 -2.405 0.012
C -3.972 -3.530 -3.353 -0.148
C -4.416 -4.268 -4.621 -0.047
C -1.527 -3.637 -3.638 -0.016
C -0.038 -3.713 -3.045 -0.171
O 0.173 -4.728 -2.106 -0.197
C 1.317 -4.569 -1.314 -0.092
H -2.395 -1.341 -0.221 0.083
H -3.494 -1.382 -1.473 0.083
H -1.780 -1.234 -1.759 0.071
H -3.351 -3.730 -0.707 0.130
H -1.599 -3.656 -0.715 0.115
H -1.959 -5.738 -1.750 0.092
H -2.722 -6.181 -3.274 0.117
H -3.671 -5.847 -1.827 0.117
H -3.802 -2.456 -3.423 0.111
H -4.698 -3.779 -2.579 0.127
H -4.623 -5.338 -4.611 0.095
H -3.712 -3.999 -5.408 0.081
H -5.405 -3.903 -4.896 0.099
H -1.753 -2.600 -3.887 0.115
H -1.751 -4.343 -4.437 0.125
H 0.199 -2.748 -2.597 0.107
H 0.730 -3.781 -3.815 0.134
H 1.551 -5.426 -0.681 0.102
H 1.211 -3.763 -0.588 0.075
H 2.168 -4.300 -1.939 0.096
C 3.670 5.459 2.209 0.035
C 2.822 4.312 1.723 -0.318
O 2.266 3.572 2.553 0.131
N 2.817 3.930 0.234 0.128
H 2.096 3.223 0.225 0.097
H 2.461 4.697 -0.319 0.178
C 4.096 3.192 -0.246 0.066
H 4.734 5.232 2.259 0.113
H 3.253 5.750 3.173 0.109
H 3.541 6.318 1.551 0.099
H 3.775 2.507 -1.031 0.083
H 4.533 2.573 0.537 0.114
H 4.852 3.887 -0.610 0.110
B 1.278 0.943 -0.073 -1.578
F 2.199 0.817 -1.066 0.159
F 1.761 0.792 1.146 0.204
F 0.614 2.105 -0.219 0.164
F 0.422 -0.115 -0.255 0.136
```

Summary:
E_LUMO in eV: -8.6
E_tot in a.u.: -2459.34490
Gap between HOMO and LUMO in Eh: 0.3223
Net charge: +4

[2]
Formula: C35H88F6NO37PtS13
Source: OMol25
Level of theory: ωB97M-V/def2-TZVPD

XYZ file:
```
181
Properties=species:S:1:pos:R:3:lowdin_spin:R:1
Pt -0.437 -4.463 -1.254 1.000
C -3.029 -0.376 1.170 0.011
F -3.952 -1.326 1.052 0.005
F -2.947 0.302 -0.028 0.006
F -3.353 0.485 2.151 0.003
S -1.312 -1.241 1.572 0.003
O -0.660 -0.337 2.511 0.131
O -1.613 -2.522 2.213 0.033
N -0.530 -1.521 0.021 0.060
S 0.141 -0.172 -0.348 -0.022
O 0.459 -0.083 -1.763 0.258
O -0.485 1.052 0.198 0.512
C 1.844 -0.419 0.458 -0.005
F 1.777 0.181 1.646 -0.002
F 2.138 -1.723 0.627 -0.001
F 2.773 0.159 -0.223 0.000
O 6.104 0.125 7.493 0.000
S 4.839 -0.543 7.811 0.000
O 4.632 -2.025 7.800 0.000
O 4.374 0.066 9.287 0.000
C 3.184 -0.442 9.853 0.000
C 3.011 0.132 11.262 0.000
C 3.540 0.337 6.739 0.000
H 3.141 -1.529 9.922 0.000
H 2.285 -0.236 9.272 0.000
H 1.994 -0.118 11.564 0.000
H 3.244 1.194 11.334 0.000
H 3.580 -0.404 12.022 0.000
H 2.576 -0.128 6.943 0.000
H 3.893 0.113 5.732 0.000
H 3.700 1.400 6.919 0.000
O -2.986 -8.422 1.833 0.000
S -3.855 -7.415 1.195 0.000
O -3.236 -6.375 0.354 0.003
O -5.081 -8.255 0.358 0.000
C -5.853 -7.529 -0.563 0.000
C -7.269 -7.677 -0.141 0.000
C -4.870 -6.634 2.566 0.000
H -5.663 -8.001 -1.527 0.000
H -5.644 -6.462 -0.640 0.000
H -7.520 -8.707 0.114 0.000
H -7.947 -7.251 -0.881 0.000
H -7.569 -7.091 0.728 0.000
H -5.476 -7.405 3.042 0.000
H -5.611 -5.965 2.130 0.000
H -4.229 -6.118 3.281 0.000
O 4.040 4.799 -5.259 0.000
S 2.651 5.076 -4.923 0.000
O 1.613 4.224 -5.501 0.000
O 2.511 5.077 -3.240 0.000
C 3.630 5.479 -2.551 0.000
C 3.327 5.363 -1.130 0.000
C 2.188 6.818 -5.249 0.000
H 3.973 6.471 -2.845 0.000
H 4.481 4.819 -2.723 0.000
H 3.222 4.334 -0.789 0.000
H 2.427 5.851 -0.755 0.000
H 4.176 5.833 -0.633 0.000
H 2.691 7.434 -4.503 0.000
H 1.157 7.088 -5.018 0.000
H 2.560 7.085 -6.238 0.000
O -3.871 3.894 -6.552 0.000
S -3.737 4.378 -5.212 0.000
O -2.886 5.503 -4.935 0.000
O -5.257 4.657 -4.562 0.000
C -5.276 5.489 -3.381 0.000
C -5.586 6.967 -3.724 0.000
C -3.150 3.016 -4.149 0.000
H -4.374 5.363 -2.782 0.000
H -6.054 5.135 -2.704 0.000
H -5.018 7.523 -4.470 0.000
H -5.477 7.516 -2.789 0.000
H -6.647 6.910 -3.967 0.000
H -2.078 2.905 -4.311 0.000
H -3.715 2.133 -4.445 0.000
H -3.399 3.296 -3.126 0.000
O -7.859 3.991 1.033 0.000
S -7.317 5.146 1.795 0.000
O -5.920 5.515 1.748 0.000
O -8.191 6.470 1.517 0.000
C -9.581 6.340 1.389 0.000
C -10.101 7.710 0.772 0.000
C -7.749 4.927 3.610 0.000
H -9.996 6.134 2.375 0.000
H -9.908 5.563 0.699 0.000
H -9.560 7.994 -0.131 0.000
H -10.249 8.466 1.543 0.000
H -11.090 7.672 0.314 0.000
H -8.825 4.767 3.680 0.000
H -7.233 5.779 4.053 0.000
H -7.313 3.933 3.702 0.000
O 2.346 -4.583 3.957 0.000
S 2.516 -5.653 2.990 0.000
O 1.792 -5.638 1.670 0.002
O 4.142 -5.889 2.678 0.000
C 5.083 -5.803 3.722 0.000
C 5.881 -4.504 3.831 0.000
C 2.170 -7.219 3.818 0.000
H 5.814 -6.602 3.595 0.000
H 4.651 -6.033 4.696 0.000
H 5.295 -3.600 3.995 0.000
H 6.584 -4.213 3.050 0.000
H 6.558 -4.535 4.685 0.000
H 1.128 -7.165 4.133 0.000
H 2.841 -7.311 4.672 0.000
H 2.328 -7.962 3.036 0.000
O 5.558 -1.741 -6.941 0.000
S 4.579 -0.654 -7.005 0.000
O 4.636 0.348 -8.025 0.000
O 3.050 -1.363 -7.098 0.000
C 2.003 -0.576 -7.663 0.000
C 0.619 -1.111 -7.164 0.000
C 4.306 0.123 -5.338 0.000
H 2.004 -0.434 -8.743 0.000
H 2.039 0.450 -7.296 0.000
H 0.527 -2.174 -7.386 0.000
H -0.215 -0.547 -7.581 0.000
H 0.421 -0.898 -6.113 0.000
H 3.319 0.581 -5.273 0.000
H 4.983 0.963 -5.179 0.000
H 4.435 -0.710 -4.648 0.000
O 2.929 -5.120 -2.478 0.003
S 4.295 -5.579 -2.788 0.000
O 5.484 -4.750 -2.698 0.000
O 4.573 -6.962 -1.920 0.000
C 5.874 -7.657 -2.062 0.000
C 5.634 -9.072 -1.506 0.000
C 4.367 -6.227 -4.510 0.000
H 6.691 -7.193 -1.509 0.000
H 6.141 -7.729 -3.116 0.000
H 4.752 -9.477 -2.003 0.000
H 5.497 -9.149 -0.427 0.000
H 6.484 -9.709 -1.752 0.000
H 4.382 -5.393 -5.211 0.000
H 3.533 -6.907 -4.684 0.000
H 5.375 -6.600 -4.695 0.000
O 7.689 2.392 1.239 0.000
S 8.594 2.124 0.113 0.000
O 8.379 2.490 -1.237 0.000
O 10.119 2.663 0.523 0.000
C 11.139 2.429 -0.385 0.000
C 12.344 1.769 0.326 0.000
C 8.940 0.306 0.172 0.000
H 11.365 3.431 -0.750 0.000
H 10.830 1.867 -1.266 0.000
H 13.247 1.986 -0.245 0.000
H 12.257 0.693 0.479 0.000
H 12.505 2.184 1.321 0.000
H 9.696 0.234 -0.610 0.000
H 8.098 -0.229 -0.268 0.000
H 9.339 -0.084 1.108 0.000
O -2.649 5.986 5.240 0.000
S -1.315 5.444 5.033 0.000
O -0.146 6.322 5.138 0.000
O -1.122 4.184 6.137 0.000
C -2.125 3.124 6.062 0.000
C -1.799 2.137 7.203 0.000
C -1.197 4.566 3.423 0.000
H -2.311 2.553 5.153 0.000
H -3.082 3.586 6.306 0.000
H -1.137 1.303 6.973 0.000
H -2.715 1.673 7.569 0.000
H -1.392 2.664 8.066 0.000
H -0.178 4.184 3.478 0.000
H -1.517 5.336 2.721 0.000
H -1.919 3.767 3.253 0.000
O -10.088 -1.123 -2.660 0.000
S -8.757 -1.295 -3.197 0.000
O -8.090 -2.537 -3.042 0.000
O -8.708 -0.808 -4.824 0.000
C -7.528 -0.955 -5.504 0.000
C -7.194 0.309 -6.271 0.000
C -7.712 -0.014 -2.456 0.000
H -7.593 -1.818 -6.165 0.000
H -6.730 -1.155 -4.789 0.000
H -8.061 0.478 -6.909 0.000
H -6.325 0.297 -6.929 0.000
H -7.173 1.224 -5.680 0.000
H -8.054 0.126 -1.430 0.000
H -8.021 0.870 -3.014 0.000
H -6.640 -0.179 -2.566 0.000
```

Summary:
Multiplicity: 3
E_LUMO (spin up / spin down) in eV: -6.8 / -9.2
Energy relative to the best compared isomer or geometry (same formula, charge and spin) in eV: 7.120
E_tot in a.u.: -10118.95420
Gap between HOMO and LUMO (spin up / spin down) in Eh: 0.2020 / 0.1135
Net charge: +1